Density functional theory data (wB97M-V/def2-TZVPD) for C41H53As3N5NiP2Se2 as an isolated structure at a distorted geometry.

```
107
Properties=species:S:1:pos:R:3:mulliken_charge:R:1
Ni -0.95878 1.25050 0.12260 -0.473
C -2.25448 4.77213 0.77732 -1.331
As -2.60143 2.99515 0.10615 0.796
C -4.20679 2.58953 1.09783 -1.360
C -3.41563 3.20264 -1.65336 -1.157
C -2.56424 3.63836 -2.85625 2.509
C -1.75220 4.90240 -2.51752 -1.672
C -1.61164 2.52489 -3.32278 -1.245
As -0.22135 1.90299 -2.10166 1.054
C 1.14505 3.27285 -2.20782 -1.373
C 0.57003 0.57108 -3.25778 -1.433
C -3.49808 4.01368 -4.02839 -2.294
As -4.97548 2.97142 -4.83288 0.351
C -4.23704 1.16992 -5.05646 -0.584
C -6.15344 2.52387 -3.32782 -0.943
H -3.08490 5.42297 0.51809 0.452
H -1.32786 5.17590 0.38508 0.372
H -2.17325 4.69773 1.85878 0.501
H -4.90037 3.41830 0.97902 0.496
H -3.96820 2.45980 2.15106 0.404
H -4.65266 1.67254 0.72214 0.298
H -4.24685 3.89221 -1.51264 0.892
H -3.84406 2.22078 -1.84484 -0.408
H -1.00751 4.71615 -1.74291 -0.159
H -2.40524 5.70602 -2.16630 0.436
H -1.21991 5.26654 -3.40092 0.440
H -1.09857 2.83539 -4.23439 0.735
H -2.16998 1.62551 -3.56899 -0.045
H 1.11159 3.74039 -3.18959 0.457
H 2.10949 2.78959 -2.06666 0.459
H 1.02064 4.02231 -1.43160 0.379
H 0.75765 1.02683 -4.22687 0.511
H -0.09248 -0.28329 -3.35521 0.383
H 1.50522 0.22350 -2.82403 0.402
H -2.87161 4.23986 -4.89416 0.546
H -3.99677 4.95654 -3.78636 0.591
H -3.42801 1.17586 -5.78556 0.354
H -5.04387 0.54934 -5.44824 0.434
H -3.88898 0.72803 -4.12255 -0.279
H -6.47704 3.42524 -2.80637 0.316
H -5.70446 1.82968 -2.61710 0.104
H -7.03607 2.05190 -3.76205 0.440
Se 4.93626 -2.00488 0.80987 -0.298
P 3.07607 -2.98530 0.62720 0.909
C 2.55765 -3.89948 2.09436 0.283
C 1.52431 -3.45727 2.91626 0.148
C 1.20531 -4.16120 4.07500 -0.680
C 1.91539 -5.30742 4.40697 -0.630
C 2.94463 -5.75706 3.58016 -0.761
C 3.26579 -5.05633 2.42736 -0.463
C 3.04232 -4.21330 -0.69277 0.512
C 1.94231 -5.06625 -0.82896 -0.332
C 1.93823 -6.03724 -1.81711 -0.715
C 3.03220 -6.16021 -2.67160 -0.424
C 4.12572 -5.31526 -2.53353 -0.659
C 4.13272 -4.33899 -1.54029 -0.601
C 1.69492 -1.86895 0.27269 0.489
C 1.26584 -0.65524 0.80698 -0.771
N 0.20375 -0.29602 0.04198 2.097
N -0.04918 -1.23166 -0.86396 -0.685
N 0.83336 -2.20077 -0.72275 -0.677
P 1.78825 0.53675 2.04628 1.555
Se 0.38315 2.18475 1.94261 -0.394
C 1.80478 -0.16237 3.69953 0.258
C 2.80336 -1.06526 4.07437 0.110
C 2.79004 -1.61449 5.34833 -0.921
C 1.79209 -1.26782 6.25008 -0.697
C 0.80137 -0.36459 5.88184 -0.691
C 0.80485 0.19286 4.60869 -0.943
C 3.43204 1.10804 1.62025 0.325
C 4.37907 1.39903 2.59454 -0.395
C 5.62958 1.87418 2.21416 -0.831
C 5.92387 2.05892 0.87115 -0.613
C 4.96677 1.78027 -0.10100 -0.656
C 3.71987 1.30891 0.27319 -0.247
H 0.96056 -2.56894 2.65559 0.323
H 0.40123 -3.81058 4.71689 0.486
H 1.66760 -5.85597 5.30985 0.412
H 3.49555 -6.65648 3.83582 0.421
H 4.07237 -5.40044 1.78660 0.430
H 1.09317 -4.96957 -0.16124 0.347
H 1.08494 -6.70117 -1.92268 0.398
H 3.03179 -6.92486 -3.44256 0.393
H 4.98057 -5.41633 -3.19485 0.407
H 4.98253 -3.67918 -1.41465 0.313
H 3.58405 -1.34430 3.37492 0.479
H 3.56370 -2.32022 5.63058 0.489
H 1.78961 -1.69814 7.24662 0.420
H 0.02681 -0.08635 6.58793 0.439
H 0.04051 0.90349 4.32375 0.223
H 4.15273 1.24429 3.64278 0.441
H 6.37692 2.08847 2.96880 0.430
H 6.90496 2.41853 0.57714 0.408
H 5.20501 1.91545 -1.15013 0.433
H 2.98068 1.06241 -0.47840 0.414
C -3.16983 -0.91372 -1.68284 -1.030
C -3.19615 -0.85905 -0.19178 0.209
N -2.49074 -0.06648 0.59377 0.909
C -2.83723 -0.35963 1.90775 -0.922
C -3.75989 -1.34863 1.91341 -0.882
N -3.97931 -1.64697 0.58014 0.008
H -2.37001 -0.27973 -2.04101 -0.519
H -4.12090 -0.58172 -2.10865 0.414
H -2.96485 -1.92542 -2.03858 0.601
H -2.37461 0.15001 2.74288 0.486
H -4.27045 -1.85577 2.71854 0.448
H -4.59847 -2.35635 0.23373 0.207
```

The HOMO-LUMO gap (spin up / spin down) is 0.275 / 0.263 hartree. The total energy comes out at -423653.9196 eV. As for the total charge: +1.